DFT (ωB97M-V/def2-TZVPD) results for one molecule with the formula C25H28N4O5S.

* SMILES string: O=C(NC[C@H]1CCCO1)c1ccc2c(=O)n(Cc3ccco3)c(SCC(=O)N3CCCC3)nc2c1
* molecular weight: 496.59 g mol⁻¹
* relative energy (zero: lowest compared OMol25 entry of this formula, charge and spin): 13.79 kcal/mol
* HOMO-LUMO gap: 0.3152 Eh

Element x y z (Å)
O (4.68199, 2.42237, -1.97420)
C (3.95319, 2.04111, -1.07853)
N (4.40939, 1.38636, 0.01225)
H (3.76589, 1.03064, 0.70186)
C (5.76600, 0.91455, 0.12437)
H (6.23560, 1.35395, 1.01190)
H (6.30065, 1.23891, -0.77096)
C (5.78736, -0.61632, 0.24194)
C (7.21729, -1.17435, 0.36280)
H (7.53814, -1.66529, -0.55235)
C (7.12343, -2.13650, 1.54791)
H (8.05257, -2.21769, 2.10634)
C (6.00038, -1.49981, 2.36334)
H (5.47343, -2.19954, 3.01324)
O (5.07608, -1.02351, 1.40816)
H (6.38800, -0.66827, 2.97103)
H (6.81900, -3.12758, 1.21134)
H (7.91250, -0.36369, 0.58458)
H (5.25247, -1.04104, -0.61634)
C (2.48157, 2.31554, -1.07450)
C (1.56687, 1.43099, -0.53558)
C (0.20183, 1.72847, -0.58662)
N (-0.69006, 0.84322, -0.05235)
C (-1.94011, 1.11190, -0.12491)
N (-2.47709, 2.23982, -0.67026)
C (-1.65437, 3.23309, -1.22650)
O (-2.14310, 4.24041, -1.69368)
C (-0.23162, 2.92553, -1.18306)
C (0.70416, 3.80382, -1.73540)
C (2.04253, 3.49744, -1.68665)
H (2.78227, 4.15232, -2.12051)
H (0.34551, 4.71048, -2.19845)
C (-3.91004, 2.47769, -0.65727)
C (-4.41548, 2.69241, 0.73171)
C (-3.93422, 3.45352, 1.75655)
C (-4.82045, 3.25382, 2.84293)
C (-5.76979, 2.39030, 2.39481)
O (-5.53170, 2.04240, 1.11911)
H (-6.63410, 1.96599, 2.86519)
H (-4.75450, 3.69580, 3.81557)
H (-3.06474, 4.07846, 1.73605)
H (-4.43587, 1.62694, -1.10098)
H (-4.06597, 3.37140, -1.27312)
S (-3.07602, -0.05061, 0.54295)
C (-1.97862, -1.48248, 0.78943)
H (-0.98874, -1.07623, 0.99365)
H (-2.37194, -2.03303, 1.64225)
C (-1.91731, -2.33457, -0.47057)
O (-0.92830, -2.35833, -1.17624)
N (-3.02138, -3.04642, -0.75289)
C (-4.23571, -3.14641, 0.03327)
C (-5.18968, -3.93090, -0.86682)
H (-5.92980, -4.48675, -0.29566)
C (-4.24477, -4.83252, -1.65896)
H (-4.68962, -5.20736, -2.57760)
C (-3.06001, -3.91120, -1.92270)
H (-2.10657, -4.43232, -2.02654)
H (-3.21588, -3.30537, -2.82226)
H (-3.93474, -5.68079, -1.04761)
H (-5.70775, -3.25012, -1.54261)
H (-4.62608, -2.15873, 0.28983)
H (-4.04084, -3.69787, 0.96237)
H (1.85885, 0.48592, -0.10402)

Results of the Mulliken charge analysis, in e, for atoms 1 through 8:
1 O -0.67
2 C 0.29
3 N -0.18
4 H 0.25
5 C -1.11
6 H 0.29
7 H 0.45
8 C 0.34